No. 1
52
Properties=species:S:1:pos:R:3:mulliken_charge:R:1 method="wB97M-V/def2-TZVPD" e_above_lowest_kcal_mol=3.9 lumo_ha="-0.5228 / -0.5236" charge=+4
W 0.54 -0.65 -0.25 0.8523
S -1.73 -1.52 0.27 -0.1384
C -1.27 -2.10 1.90 0.9009
C -1.94 -3.21 2.38 -0.8025
C -1.46 -3.87 3.51 -0.6642
C -0.32 -3.42 4.16 -0.7838
C 0.34 -2.28 3.71 -0.5448
C -0.11 -1.62 2.58 0.8924
S 0.36 0.05 2.15 -0.0153
C 2.16 0.36 2.27 -0.7171
C 2.41 1.35 1.16 0.7954
C 3.34 2.36 1.30 -0.9752
C 3.56 3.25 0.25 -0.5515
C 2.81 3.11 -0.91 -1.0319
C 1.87 2.10 -1.00 0.5158
C 0.97 2.03 -2.20 -0.7373
S 0.24 0.36 -2.45 -0.1560
C -1.49 0.73 -2.67 0.4440
C -1.97 0.98 -3.94 -0.5097
C -3.32 1.29 -4.11 -0.6522
C -4.18 1.33 -3.02 -0.7449
C -3.70 1.08 -1.74 -0.6182
C -2.36 0.77 -1.56 0.9857
S -1.72 0.58 0.07 0.0085
N 1.68 1.22 0.01 0.0009
H -2.83 -3.57 1.88 0.5042
H -2.00 -4.74 3.88 0.4701
H 0.04 -3.94 5.04 0.4709
H 1.17 -1.88 4.28 0.5038
H 2.71 -0.58 2.17 0.3544
H 2.39 0.80 3.24 0.7112
H 3.89 2.47 2.23 0.5628
H 4.29 4.04 0.34 0.5010
H 2.95 3.79 -1.74 0.5521
H 1.52 2.30 -3.11 0.6444
H 0.14 2.73 -2.10 0.4613
H -1.31 0.94 -4.79 0.5473
H -3.70 1.49 -5.11 0.4649
H -5.23 1.56 -3.16 0.4637
H -4.37 1.14 -0.89 0.5346
N 2.77 -1.21 -0.74 -0.4742
C 3.03 -2.70 -0.73 -0.7182
C 1.77 -3.36 -0.23 -0.3966
N 0.64 -2.75 -0.98 -0.6331
H 3.04 -0.85 -1.65 0.3182
H 3.42 -0.76 -0.10 0.2689
H 3.88 -2.95 -0.11 0.3985
H 3.26 -3.04 -1.74 0.3956
H 1.62 -3.15 0.84 0.1450
H 1.82 -4.44 -0.35 0.5065
H -0.20 -3.32 -0.86 0.3461
H 0.84 -2.81 -1.98 0.3436

=====

No. 2
53
Properties=species:S:1:pos:R:3:mulliken_charge:R:1 method="wB97M-V/def2-TZVPD" e_above_lowest_kcal_mol=71.7 spin_multiplicity=2 lumo_ha="-0.3183 / -0.3052" charge=+2
Ru -0.88 0.45 -0.46 0.2571
C 2.30 3.28 0.50 -1.6972
C 1.13 3.43 -0.47 0.6628
C 0.88 4.91 -0.81 -1.4765
C -0.16 2.80 0.00 0.6820
C -1.31 2.86 -0.80 -0.9765
C -2.54 2.42 -0.34 -0.9727
C -2.68 1.83 0.92 1.1229
C -4.03 1.49 1.47 -1.4671
C -1.51 1.69 1.70 -0.6000
C -0.29 2.19 1.27 -0.1312
H 3.19 3.72 0.05 0.4394
H 2.51 2.24 0.72 0.3412
H 2.11 3.82 1.43 0.4140
H 1.40 2.92 -1.40 0.2591
H 0.50 5.45 0.06 0.4036
H 0.18 5.05 -1.63 0.3766
H 1.83 5.37 -1.10 0.4262
H -1.25 3.36 -1.76 0.5050
H -3.43 2.56 -0.94 0.3925
H -4.44 0.59 1.00 0.3036
H -4.73 2.30 1.25 0.3904
H -4.00 1.33 2.55 0.4268
H -1.59 1.29 2.70 0.5190
H 0.56 2.15 1.94 0.4529
N 1.93 -4.52 4.31 -0.4419
C 1.84 -3.74 3.21 1.0848
C 2.78 -3.84 2.18 -0.8553
C 2.69 -3.05 1.07 -0.4656
C 1.65 -2.13 0.96 0.0689
C 0.70 -2.01 1.98 -0.3285
C 0.78 -2.80 3.09 -0.8789
S 1.55 -1.18 -0.46 1.5637
O 2.51 -1.57 -1.42 -0.5979
O 1.40 0.25 -0.13 -0.3581
N -0.04 -1.37 -0.99 -0.6517
C -0.29 -1.89 -2.22 0.5128
N -1.35 -1.31 -2.83 0.2336
C -1.80 -1.75 -4.04 0.1177
C -1.12 -2.76 -4.65 -0.7175
C 0.01 -3.27 -3.98 -0.1378
N 0.40 -2.86 -2.79 -0.4830
H 2.68 -5.17 4.42 0.2060
H 1.27 -4.44 5.06 0.2039
H 3.59 -4.56 2.28 0.3385
H 3.42 -3.14 0.27 0.5106
H -0.11 -1.29 1.89 0.3243
H 0.04 -2.73 3.87 0.3287
H -2.67 -1.25 -4.44 0.4683
H -1.44 -3.14 -5.61 0.4308
H 0.61 -4.06 -4.43 0.4586
O -2.95 0.26 -2.35 -0.4235
C -1.85 -0.15 -2.16 0.4344

=====

No. 3
59
Properties=species:S:1:pos:R:3:mulliken_charge:R:1 method="wB97M-V/def2-TZVPD" e_above_lowest_kcal_mol=4.3 spin_multiplicity=5 lumo_ha="-0.1673 / -0.2509" charge=+1
Pd -0.35 -0.32 -0.49 -0.9220
C -4.25 -1.33 3.28 -0.8309
S -4.22 -2.31 1.77 0.0417
C -2.96 -1.57 0.84 0.5960
S -1.91 -0.38 1.53 -0.1735
N -2.92 -1.96 -0.40 -1.1202
N -1.92 -1.66 -1.18 0.7419
C -2.00 -1.76 -2.47 -0.8303
C -0.84 -1.53 -3.28 1.1959
C -0.75 -1.99 -4.60 -1.0364
C 0.43 -1.79 -5.30 -0.2819
C 1.47 -1.11 -4.69 -0.8491
C 1.30 -0.64 -3.40 -0.2910
N 0.18 -0.85 -2.71 0.2775
H -5.15 -1.62 3.82 0.3567
H -4.28 -0.28 3.02 0.3172
H -3.37 -1.55 3.88 0.3128
H -2.93 -2.07 -2.94 0.4392
H -1.58 -2.52 -5.04 0.4627
H 0.52 -2.16 -6.31 0.4436
H 2.40 -0.93 -5.22 0.4313
H 2.06 -0.07 -2.90 0.5486
O -4.71 5.10 -2.42 -0.4296
C -3.77 5.37 -1.73 0.5263
O -3.23 6.24 -1.13 -0.4044
C -2.87 3.91 -1.52 0.5240
C -3.27 2.80 -2.24 -0.9411
C -2.56 1.63 -2.02 -0.3848
N -1.52 1.58 -1.20 0.4239
C -1.13 2.67 -0.56 0.5145
C -1.79 3.89 -0.66 -0.6014
C 0.18 2.51 0.29 0.0113
O 0.37 3.25 1.23 -0.6583
O 0.92 1.57 -0.13 -0.6094
H -4.09 2.85 -2.92 0.5158
H -2.83 0.71 -2.53 0.3547
H -1.47 4.75 -0.09 0.6253
C 4.23 -1.75 2.15 -0.9526
N 4.12 -0.37 1.73 0.1469
C 3.73 0.45 2.87 -0.8603
N 2.48 -0.02 3.43 0.0917
C 2.60 -1.41 3.84 -0.9636
N 2.98 -2.24 2.71 0.1537
C 1.95 -2.37 1.73 -1.0851
P 1.50 -0.70 0.96 2.7014
C 3.26 -0.19 0.59 -1.1155
C 1.36 0.24 2.58 -1.1141
H 5.01 -1.82 2.91 0.2926
H 4.52 -2.37 1.29 0.3828
H 3.63 1.49 2.56 0.4026
H 4.51 0.38 3.63 0.2719
H 1.64 -1.76 4.23 0.3847
H 3.36 -1.49 4.61 0.2884
H 1.06 -2.81 2.19 0.4319
H 2.29 -3.04 0.93 0.4455
H 3.24 0.87 0.30 0.4716
H 3.63 -0.78 -0.25 0.4215
H 0.43 -0.06 3.09 0.6225
H 1.30 1.31 2.35 0.2852

=====

No. 4
52
Properties=species:S:1:pos:R:3:mulliken_charge:R:1 method="wB97M-V/def2-TZVPD" e_above_lowest_kcal_mol=0.0 lumo_ha=0.0026
Pd 0.35 0.28 -0.32 0.6777
C -6.09 -1.77 -0.94 -0.8267
O -6.10 -0.51 -0.29 -0.4412
C -4.93 0.16 -0.21 1.1169
C -5.01 1.42 0.43 -1.1360
C -3.88 2.17 0.54 -0.6250
C -2.62 1.72 0.07 -0.3590
C -1.48 2.59 0.18 1.2448
C -1.65 4.04 0.56 -1.7857
O -0.30 2.24 -0.03 -0.5647
C -2.54 0.44 -0.55 0.4904
O -1.47 -0.09 -1.03 -1.0316
C -3.74 -0.31 -0.69 -0.1915
H -7.11 -2.14 -0.91 0.2354
H -5.43 -2.48 -0.42 0.3255
H -5.77 -1.68 -1.98 0.3443
H -5.97 1.76 0.80 0.4151
H -3.95 3.13 1.03 0.3987
H -2.54 4.50 0.12 0.5139
H -0.76 4.58 0.24 0.4309
H -1.72 4.10 1.65 0.3200
H -3.64 -1.27 -1.18 0.4539
C 1.87 2.38 1.76 -0.8332
C 2.79 1.39 1.13 0.9906
C 4.18 1.51 1.37 -0.7279
C 5.05 0.60 0.86 -0.7587
C 4.55 -0.50 0.13 1.1486
C 5.39 -1.52 -0.37 -0.9004
C 4.84 -2.60 -1.00 -0.5288
C 3.45 -2.70 -1.16 -0.5713
C 2.60 -1.71 -0.71 0.4360
S 0.87 -1.85 -0.83 -0.4511
C 3.16 -0.57 -0.08 -0.2102
N 2.30 0.41 0.38 -0.1209
H 2.37 2.86 2.60 0.4672
H 0.96 1.89 2.11 -0.0122
H 1.58 3.15 1.05 0.1691
H 4.52 2.34 1.97 0.3948
H 6.11 0.69 1.02 0.4044
H 6.46 -1.44 -0.22 0.3586
H 5.48 -3.39 -1.38 0.3688
H 3.02 -3.57 -1.65 0.4261
C -3.10 -0.54 3.16 -0.9673
S -1.50 -0.71 2.38 0.8912
C -0.83 -1.93 3.51 -1.1512
O -0.77 0.56 2.67 -0.7435
H -2.96 -0.19 4.18 0.3836
H -3.62 -1.50 3.15 0.3809
H -3.66 0.19 2.58 0.1112
H -0.82 -1.51 4.52 0.3405
H 0.19 -2.14 3.18 0.3182
H -1.42 -2.85 3.46 0.3810

=====

No. 5
50
Properties=species:S:1:pos:R:3:mulliken_charge:R:1 method="wB97M-V/def2-TZVPD" spin_multiplicity=3 lumo_ha="0.0740 / 0.0923" charge=-1
W 0.00 0.07 0.16 1.0480
C 1.80 0.20 1.50 -0.9684
C 2.28 -0.66 0.44 -0.5834
C 2.31 0.10 -0.77 -0.5893
H 2.54 -1.72 0.54 0.4058
C 1.85 1.43 -0.47 0.5768
C 1.56 1.49 0.94 -0.5736
H 1.24 2.38 1.50 0.4773
H 1.67 -0.09 2.55 0.6843
H 2.65 -0.26 -1.75 0.5931
H 1.79 2.27 -1.18 0.1297
C -2.14 0.05 1.09 -0.8368
C -1.41 1.23 1.48 -0.1918
C -1.21 2.03 0.32 0.4529
H -1.12 1.48 2.51 0.3568
C -1.77 1.32 -0.82 0.4673
C -2.34 0.10 -0.33 -0.0542
H -2.83 -0.68 -0.93 0.1854
H -2.45 -0.77 1.75 0.5686
H -0.72 3.01 0.27 -0.1993
H -1.80 1.71 -1.85 0.4390
O -0.13 -0.99 -2.04 -0.0999
C -0.19 -0.63 -3.45 1.4799
C 0.50 -1.97 -3.83 -1.0189
C 0.55 0.63 -3.76 -1.5738
C -1.65 -0.58 -3.84 -1.8240
C 0.42 -2.34 -2.36 -0.6495
H 1.52 -1.82 -4.17 0.3349
H -0.08 -2.60 -4.49 0.3578
H -0.35 -3.07 -2.07 0.2614
H 1.36 -2.52 -1.82 0.2730
H 0.53 0.80 -4.85 0.7338
H 1.60 0.57 -3.44 -0.0197
H 0.08 1.51 -3.27 0.0427
H -1.75 -0.85 -4.91 0.4767
H -2.06 0.44 -3.72 0.2547
H -2.25 -1.28 -3.24 0.2513
O 0.81 -2.89 1.71 -0.3563
B -0.09 -1.80 1.55 -1.8041
O -0.68 -1.50 2.83 -0.6188
C -0.06 -2.34 3.76 0.4225
C -0.21 -2.37 5.11 -0.8962
C 0.59 -3.29 5.81 -0.4326
C 1.47 -4.10 5.15 -0.3947
C 1.64 -4.07 3.76 -1.0797
C 0.88 -3.19 3.06 0.9114
H -0.91 -1.70 5.57 0.4880
H 0.46 -3.33 6.90 0.3275
H 2.08 -4.82 5.73 0.3065
H 2.33 -4.69 3.23 0.4579

=====

Number 1: molecular weight 629.5 g/mol. Number 2: molecular weight 512.6 g/mol. Number 3: molecular weight 639.0 g/mol. Number 4: molecular weight 524.0 g/mol. Number 5: molecular weight 519.1 g/mol.